Entry 1:
DFT (wB97M-V/def2-TZVPD) results for a molecular structure, H18NiO29S5Zn3 in a non-equilibrium geometry.

The geometry in XYZ format:
```
56
Properties=species:S:1:pos:R:3:forces:R:3:mulliken_charge:R:1
Zn 10.327 15.382 13.897 0.578 -1.103 0.407 0.14
Zn 6.698 13.256 12.823 -0.897 0.378 1.181 0.04
Zn 6.995 17.178 9.727 0.062 -1.526 -0.812 -0.04
Ni 11.708 14.637 9.492 0.705 -0.303 0.388 0.47
S 9.045 12.430 14.869 0.502 2.999 -1.231 1.43
O 8.747 12.667 16.286 0.403 -0.879 -0.126 -0.47
O 9.963 11.322 14.686 -0.091 -1.080 0.952 -0.37
O 7.824 12.298 14.074 -0.787 -1.803 0.741 -0.55
O 9.747 13.603 14.291 -0.361 -1.760 1.001 -0.75
S 12.754 13.806 12.504 2.556 -3.110 2.547 0.92
O 12.090 14.897 13.243 -0.673 2.558 0.958 -0.51
O 12.303 12.543 13.069 0.033 0.036 0.037 -0.65
O 12.376 13.844 11.112 -0.441 0.369 -2.936 -0.55
O 14.204 13.991 12.649 -0.167 0.423 -0.311 -0.77
S 5.332 15.574 7.477 0.804 -2.022 -5.171 1.18
O 6.289 14.649 6.863 0.760 -0.402 1.009 -0.71
O 4.065 14.951 7.680 -2.489 -1.097 1.470 -0.78
O 5.839 16.002 8.802 0.457 1.601 2.974 -0.27
O 5.203 16.657 6.523 -0.123 2.814 0.191 -0.80
S 8.934 14.745 11.155 -0.028 0.048 -1.522 -0.09
O 9.767 15.578 12.041 -1.335 0.356 -0.453 0.62
O 9.866 14.213 10.144 -2.141 -0.299 0.076 -0.17
O 8.208 13.656 11.840 2.594 0.732 -1.912 0.32
O 7.908 15.623 10.530 0.389 -0.714 0.626 1.24
S 7.283 15.727 14.895 -0.378 -0.555 5.699 1.40
O 7.127 14.939 16.126 -0.295 -0.115 -0.508 -0.75
O 8.714 15.990 14.760 2.006 1.927 -0.474 -0.65
O 6.889 14.950 13.754 -1.747 -0.979 -3.197 -0.69
O 6.534 16.955 15.021 -0.552 1.450 -1.197 -0.76
O 5.528 14.263 11.443 -0.759 -0.242 0.370 -0.43
H 6.102 14.943 11.089 0.659 0.446 -0.417 0.25
H 4.781 14.244 10.844 -0.192 -0.337 -0.403 0.33
O 10.934 17.290 13.794 0.371 1.710 0.070 -0.15
H 11.779 17.667 13.551 0.596 -0.493 -0.030 0.27
H 10.294 17.961 13.557 -0.521 -0.043 0.349 0.25
O 8.342 17.098 8.129 0.671 1.086 -0.028 -0.35
H 8.677 16.310 7.701 -0.446 -0.891 -0.005 0.25
H 8.560 17.809 7.526 -0.164 0.151 -0.264 0.22
O 6.273 11.413 11.949 -0.581 -0.311 -0.294 -0.26
H 5.741 10.667 12.228 -0.183 -0.033 0.333 0.27
H 6.942 11.031 11.381 0.467 0.212 -0.194 0.24
O 8.468 13.021 7.948 -0.139 -0.250 -0.564 -0.60
H 8.689 12.113 8.153 0.171 -0.164 0.107 0.27
H 8.946 13.537 8.597 0.197 0.117 0.535 0.26
O 8.333 18.378 10.738 0.193 0.881 -0.114 -0.32
H 8.656 18.346 11.639 -0.222 -0.605 0.447 0.20
H 8.765 19.142 10.356 0.092 0.162 -0.314 0.24
O 5.631 17.368 11.216 -0.483 0.527 0.276 -0.30
H 4.701 17.279 11.007 -0.292 -0.271 -0.512 0.28
H 5.652 17.502 12.163 0.514 -0.109 0.768 0.28
O 11.389 16.521 10.284 0.557 1.523 -1.154 -0.62
H 10.687 16.302 10.897 -0.470 -0.471 0.987 0.20
H 11.722 17.364 10.592 0.473 0.069 -0.084 0.25
O 9.905 11.450 11.794 0.247 -0.805 -0.187 -0.55
H 9.446 12.282 11.906 -0.003 0.330 0.105 -0.10
H 9.291 10.901 11.305 -0.101 -0.133 -0.191 0.22
```
Positions in Å, forces in eV/Å.

Results
* HOMO level (spin up / spin down): -0.089 / -0.087 Eh
* 2S+1: 3
* LUMO energy (spin up / spin down): 2.287 / 1.685 eV
* net charge: -2
* frontier orbital gap (spin up / spin down): 4.72 / 4.04 eV
* energy above the lowest of the compared OMol25 structures with the same formula, charge and spin: 212.99 kcal/mol
* electronic energy: -300146.45783 eV
* ⟨S²⟩: 2.021

Entry 2:
DFT (wB97M-V/def2-TZVPD) results for C4H6N2 in the gas phase in a non-equilibrium geometry.

The geometry in XYZ format:
```
12
Properties=species:S:1:pos:R:3:forces:R:3:mulliken_charge:R:1
C 1.863 -0.167 0.023 1.870 0.320 -1.134 -0.86
C 0.393 -0.232 0.020 -1.118 0.523 -0.092 0.45
N -0.362 -1.314 0.011 -0.099 0.961 0.009 -0.59
C -1.676 -0.862 0.010 1.171 1.737 -0.016 -0.36
C -1.688 0.530 0.025 0.157 -1.318 -0.188 -0.30
N -0.373 0.929 0.001 0.060 -1.988 0.262 -0.06
H 2.277 -0.866 -0.758 -0.449 0.599 0.777 0.25
H 2.325 -0.471 0.980 -0.339 0.284 -0.365 0.22
H 2.244 0.871 -0.279 -0.592 -1.394 0.622 0.26
H -2.497 -1.535 -0.055 -0.386 -0.262 0.123 0.40
H -2.470 1.251 0.035 -0.449 0.183 -0.045 0.40
H -0.035 1.865 -0.012 0.174 0.355 0.047 0.18
```
Positions in Å, forces in eV/Å.

Results
* HOMO level: -0.311 Eh
* LUMO energy: 0.907 eV
* frontier orbital gap: 9.36 eV
* energy above the lowest of the compared OMol25 structures with the same formula, charge and spin: 2.86 kcal/mol
* electronic energy: -7225.46691 eV

Entry 3:
DFT (wB97M-V/def2-TZVPD) results for a molecular structure, C2H8FeO14S3 in a non-equilibrium geometry.

The geometry in XYZ format:
```
28
Properties=species:S:1:pos:R:3:forces:R:3:mulliken_charge:R:1
Fe -0.203 0.069 -0.122 -0.225 1.110 1.872 1.62
S 1.000 2.900 1.041 1.468 1.644 6.887 0.96
O 2.161 2.626 1.938 2.644 -0.637 -2.663 -0.78
O 0.648 1.711 0.233 0.070 -0.751 -2.460 -0.58
O 0.052 3.062 2.128 -3.729 0.875 -0.717 -0.73
O 1.173 4.108 0.252 0.156 0.154 -1.770 -0.72
S -2.068 0.800 -1.986 0.809 0.423 0.248 1.14
O -2.101 0.655 -0.521 -3.364 0.686 2.751 -0.61
O -0.667 0.291 -2.001 3.065 -0.553 -3.789 -0.65
O -2.920 -0.131 -2.690 -1.152 -0.857 -0.590 -0.75
O -2.211 2.159 -2.467 -0.109 0.003 -0.094 -0.71
S 0.076 -0.538 2.572 0.995 2.666 -0.162 1.09
O 0.647 0.475 3.433 -0.403 -1.263 0.750 -0.59
O -1.001 -0.019 1.716 -5.538 1.380 0.478 -0.58
O 0.897 -0.684 1.352 5.111 -3.023 -1.277 -0.56
O -0.296 -1.785 3.192 -0.190 -1.441 0.868 -0.73
C -1.937 -2.463 0.342 -1.671 -0.554 0.800 -0.79
O -0.812 -2.082 -0.430 -0.012 -1.142 0.503 -0.38
H -2.826 -2.029 -0.117 -0.064 0.189 0.194 0.28
H -2.108 -3.545 0.418 0.448 -0.412 -0.755 0.32
H -1.922 -2.240 1.407 0.763 0.979 -0.305 0.27
H -0.990 -2.547 -1.252 0.346 0.697 -0.489 0.29
C 2.729 0.182 -1.476 0.456 0.017 0.898 -0.71
O 1.586 -0.620 -1.126 1.696 0.196 -1.242 0.02
H 3.630 -0.227 -1.009 0.010 -0.329 0.114 0.29
H 2.941 0.234 -2.545 -0.531 0.069 -0.192 0.25
H 2.655 1.165 -1.014 -0.606 0.030 -0.239 0.14
H 1.867 -1.526 -1.268 -0.444 -0.154 0.379 0.21
```
Positions in Å, forces in eV/Å.

Results
* HOMO level (spin up / spin down): 0.108 / 0.109 Eh
* 2S+1: 6
* LUMO energy (spin up / spin down): 6.899 / 6.903 eV
* net charge: -3
* frontier orbital gap (spin up / spin down): 3.96 / 3.93 eV
* energy above the lowest of the compared OMol25 structures with the same formula, charge and spin: 61.56 kcal/mol
* electronic energy: -97758.24624 eV
* ⟨S²⟩: 8.758

Entry 4:
DFT (wB97M-V/def2-TZVPD) results for C17H19NO4 in the gas phase in a non-equilibrium geometry.

The geometry in XYZ format:
```
41
Properties=species:S:1:pos:R:3:forces:R:3:mulliken_charge:R:1
C 2.052 4.081 -2.962 -1.624 -1.062 0.302 -0.82
C 1.460 2.833 -2.852 3.152 3.591 -0.183 -0.16
C 2.176 1.728 -2.164 -1.495 -1.817 -0.760 -0.61
C 1.247 1.263 -0.960 0.947 0.098 1.351 0.82
O 1.083 2.404 -0.107 1.928 0.623 1.235 -0.44
C 2.287 2.954 0.624 -0.109 0.157 -1.685 -0.67
O -0.031 1.014 -1.477 -1.348 0.454 -0.059 -0.45
C -1.176 0.904 -0.561 1.281 -0.438 2.026 -0.85
C -0.883 -0.312 0.392 -1.359 -0.544 -1.306 0.78
C -1.951 -1.134 0.867 0.164 1.677 0.049 -0.15
O -3.208 -0.659 0.645 -0.761 -0.110 -0.580 -0.47
C -4.061 -0.200 1.730 -0.013 -1.223 -1.074 -0.78
C -1.752 -2.375 1.476 3.909 -1.703 -0.080 0.38
O -2.714 -3.325 1.797 -0.738 0.863 -2.071 -0.51
C -3.219 -3.980 0.538 5.335 5.155 -1.334 -0.93
C -0.357 -2.778 1.606 -2.652 -0.990 0.487 -0.46
C 0.706 -2.027 1.081 -1.596 1.157 0.251 0.22
C 2.025 -2.406 1.193 2.016 -0.344 -0.163 -0.72
C 3.042 -1.573 0.784 0.334 -1.689 -0.178 -0.58
N 2.879 -0.430 0.136 -3.560 2.547 -1.642 -0.56
C 1.598 -0.049 -0.123 0.749 0.085 0.794 0.06
C 0.433 -0.780 0.439 1.551 0.421 -0.263 0.69
H 1.461 4.934 -3.366 0.592 -0.821 -0.091 0.24
H 3.047 4.386 -2.555 -0.960 -0.694 -0.120 0.24
H 0.588 2.601 -3.409 -0.950 0.048 0.036 0.40
H 3.234 1.961 -2.042 -0.271 -0.071 0.940 0.40
H 2.152 0.918 -2.910 0.180 -0.277 0.383 0.42
H 3.135 3.449 0.020 -1.479 -1.156 -0.006 0.19
H 2.751 2.197 1.240 -0.124 -0.258 0.196 0.29
H 1.938 3.800 1.204 -0.537 -0.274 0.268 0.32
H -2.080 0.682 -1.138 0.505 0.212 -0.124 0.37
H -1.355 1.809 0.115 0.483 -0.853 -1.370 0.26
H -4.675 0.562 1.224 0.201 -0.126 0.709 0.27
H -4.725 -1.037 2.106 0.897 0.913 -0.268 0.20
H -3.375 0.175 2.473 -0.332 0.386 0.628 0.36
H -2.519 -4.686 0.258 2.035 -1.427 -0.443 0.40
H -3.357 -3.379 -0.420 0.052 0.158 1.787 0.25
H -3.988 -4.495 0.719 -6.496 -3.394 2.006 0.45
H -0.186 -3.770 2.132 -0.074 1.365 -0.821 0.31
H 2.229 -3.412 1.513 0.300 -0.116 0.406 0.40
H 4.092 -1.848 0.733 -0.133 -0.523 0.766 0.41
```
Positions in Å, forces in eV/Å.

Results
* HOMO level: -0.296 Eh
* LUMO energy: -0.026 eV
* frontier orbital gap: 8.03 eV
* energy above the lowest of the compared OMol25 structures with the same formula, charge and spin: 164.15 kcal/mol
* electronic energy: -27612.37420 eV